Entry 1:
The following is a DFT calculation (ωB97M-V with the def2-TZVPD basis set) of C18H21BF5FeNSe2Te2 as an isolated structure.

Orbital gap (alpha / beta) = 0.230 / 0.177 Ha
HOMO level (alpha / beta) = -0.1756 / -0.1768 Eh
Lowest unoccupied orbital energy (alpha / beta) = 1.488 / -0.002 eV
Charge = -1
2S+1 = 6

Positions of all 51 atoms, in Å:
Fe (0.293, -1.270, 2.072)
C (1.807, -0.198, -3.018)
C (0.978, -0.952, -1.971)
C (0.908, -2.438, -2.338)
C (-0.413, -0.366, -1.817)
C (-1.258, -0.380, -2.918)
C (-2.555, 0.084, -2.835)
C (-3.025, 0.547, -1.622)
C (-2.221, 0.590, -0.485)
C (-2.899, 1.155, 0.757)
C (-2.127, 2.290, 1.431)
C (-3.236, 0.038, 1.747)
C (-0.879, 0.135, -0.576)
N (0.033, 0.149, 0.506)
C (1.061, 1.040, 0.451)
C (1.098, 2.178, -0.389)
C (2.121, 3.104, -0.315)
C (3.170, 2.951, 0.583)
C (3.190, 1.830, 1.402)
C (2.167, 0.925, 1.308)
F (2.215, -0.203, 2.107)
H (2.795, -0.656, -3.096)
H (1.936, 0.850, -2.747)
H (1.330, -0.246, -4.000)
H (1.500, -0.890, -1.018)
H (0.393, -2.592, -3.290)
H (0.390, -3.006, -1.567)
H (1.919, -2.839, -2.418)
H (-0.895, -0.771, -3.861)
H (-3.198, 0.078, -3.706)
H (-4.045, 0.911, -1.551)
H (-3.850, 1.580, 0.420)
H (-1.191, 1.940, 1.847)
H (-2.725, 2.716, 2.241)
H (-1.896, 3.080, 0.713)
H (-2.323, -0.438, 2.096)
H (-3.852, -0.732, 1.279)
H (-3.773, 0.436, 2.611)
H (0.287, 2.311, -1.092)
H (2.106, 3.966, -0.972)
H (3.959, 3.688, 0.650)
H (3.998, 1.656, 2.101)
Se (0.534, 0.790, 4.214)
Te (-1.418, 0.571, 5.632)
Te (-2.140, -2.062, 5.282)
Se (-0.418, -2.785, 3.674)
F (1.147, -2.655, 0.782)
B (2.076, -3.810, 0.480)
F (2.412, -4.351, 1.707)
F (3.158, -3.262, -0.182)
F (1.356, -4.685, -0.310)

Table of Löwdin atomic charges, one value per atom, all in e: number 1, Fe, carries 0.404; number 2, C, carries -0.055; number 3, C, carries -0.359; number 4, C, carries -0.057; number 5, C, carries -0.131; number 6, C, carries -0.051; number 7, C, carries -0.093; number 8, C, carries -0.060; number 9, C, carries -0.132; number 10, C, carries -0.371; number 11, C, carries -0.065; number 12, C, carries -0.070; number 13, C, carries -0.171; number 14, N, carries -0.026; number 15, C, carries -0.280; number 16, C, carries -0.027; number 17, C, carries -0.105; number 18, C, carries -0.117; number 19, C, carries -0.032; number 20, C, carries -0.252; number 21, F, carries -0.095; number 22, H, carries 0.079; number 23, H, carries 0.065; number 24, H, carries 0.069; number 25, H, carries 0.111; number 26, H, carries 0.075; number 27, H, carries 0.072; number 28, H, carries 0.081; number 29, H, carries 0.105; number 30, H, carries 0.094; number 31, H, carries 0.102; number 32, H, carries 0.117; number 33, H, carries 0.030; number 34, H, carries 0.075; number 35, H, carries 0.080; number 36, H, carries 0.022; number 37, H, carries 0.086; number 38, H, carries 0.070; number 39, H, carries 0.115; number 40, H, carries 0.097; number 41, H, carries 0.089; number 42, H, carries 0.118; number 43, Se, carries -0.033; number 44, Te, carries 0.207; number 45, Te, carries 0.152; number 46, Se, carries -0.050; number 47, F, carries -0.060; number 48, B, carries -1.222; number 49, F, carries 0.127; number 50, F, carries 0.139; number 51, F, carries 0.135

Entry 2:
The following is a DFT calculation (ωB97M-V with the def2-TZVPD basis set) of C9H24IO3Zn as an isolated structure.

Orbital gap (alpha / beta) = 0.124 / 0.168 Ha
HOMO level (alpha / beta) = -0.5500 / -0.5998 Eh
Lowest unoccupied orbital energy (alpha / beta) = -11.598 / -11.741 eV
Charge = +2
2S+1 = 2

Positions of all 38 atoms, in Å:
Zn (12.986, 10.876, -11.185)
I (13.888, 13.434, -10.214)
C (13.520, 15.870, -6.815)
C (12.926, 14.523, -6.213)
C (11.408, 14.439, -6.527)
O (13.758, 13.503, -6.654)
H (13.757, 16.705, -6.156)
H (13.004, 16.203, -7.716)
H (14.542, 15.748, -7.174)
H (13.171, 14.473, -5.152)
H (11.038, 13.431, -6.333)
H (11.383, 14.413, -7.616)
H (10.841, 15.224, -6.026)
H (13.824, 13.370, -7.603)
C (18.598, 15.779, -11.559)
C (17.217, 15.627, -10.832)
C (16.915, 16.586, -9.672)
O (16.274, 15.868, -11.823)
H (19.235, 15.001, -11.139)
H (19.069, 16.735, -11.330)
H (18.513, 15.787, -12.646)
H (17.099, 14.558, -10.656)
H (16.643, 17.618, -9.895)
H (17.584, 16.616, -8.812)
H (16.001, 16.162, -9.256)
H (15.512, 15.326, -11.604)
C (12.512, 18.077, -13.309)
C (12.875, 17.316, -12.015)
C (12.490, 17.964, -10.689)
O (12.203, 16.156, -12.128)
H (12.898, 19.097, -13.310)
H (11.426, 18.089, -13.403)
H (12.948, 17.547, -14.155)
H (13.957, 17.191, -12.038)
H (13.132, 18.825, -10.506)
H (12.845, 17.238, -9.957)
H (11.421, 18.169, -10.743)
H (12.529, 15.568, -11.443)

Table of Löwdin atomic charges, one value per atom, all in e: number 1, Zn, carries 0.576; number 2, I, carries 0.166; number 3, C, carries 0.034; number 4, C, carries -0.333; number 5, C, carries 0.037; number 6, O, carries 0.222; number 7, H, carries 0.121; number 8, H, carries 0.073; number 9, H, carries 0.075; number 10, H, carries 0.162; number 11, H, carries 0.104; number 12, H, carries 0.078; number 13, H, carries 0.123; number 14, H, carries -0.038; number 15, C, carries -0.006; number 16, C, carries -0.463; number 17, C, carries -0.024; number 18, O, carries -0.025; number 19, H, carries 0.087; number 20, H, carries 0.082; number 21, H, carries 0.088; number 22, H, carries 0.119; number 23, H, carries 0.091; number 24, H, carries 0.093; number 25, H, carries 0.031; number 26, H, carries -0.021; number 27, C, carries 0.013; number 28, C, carries -0.452; number 29, C, carries 0.047; number 30, O, carries 0.146; number 31, H, carries 0.103; number 32, H, carries 0.107; number 33, H, carries 0.103; number 34, H, carries 0.176; number 35, H, carries 0.117; number 36, H, carries 0.070; number 37, H, carries 0.121; number 38, H, carries -0.002

Entry 3:
The following is a DFT calculation (ωB97M-V with the def2-TZVPD basis set) of an isolated ion of composition C5H12NOS and charge -1.

Orbital gap = 0.197 Ha
SMILES string = CN[C@@H](C[O-])CCS
HOMO level = -0.0861 Eh
Lowest unoccupied orbital energy = 3.022 eV
Charge = -1

Positions of all 20 atoms, in Å:
C (-2.385, -0.296, 0.825)
N (-1.178, 0.438, 0.476)
C (-0.264, -0.466, -0.247)
C (1.160, 0.136, -0.379)
C (1.743, 0.509, 0.968)
S (3.387, 1.502, 0.681)
C (-0.755, -0.680, -1.801)
O (-0.572, -1.944, -2.178)
H (-2.893, -0.786, -0.002)
H (-3.094, 0.430, 1.256)
H (-2.164, -0.980, 1.650)
H (-1.351, 1.250, -0.095)
H (-0.076, -1.419, 0.248)
H (1.764, -0.609, -0.904)
H (1.096, 1.089, -0.926)
H (2.065, -0.347, 1.543)
H (1.292, 1.359, 1.457)
H (4.108, 0.991, 1.661)
H (-0.116, 0.077, -2.369)
H (-1.769, -0.253, -1.865)

Table of Löwdin atomic charges, one value per atom, all in e: number 1, C, carries -0.161; number 2, N, carries -0.109; number 3, C, carries -0.337; number 4, C, carries -0.288; number 5, C, carries -0.467; number 6, S, carries 0.586; number 7, C, carries -0.507; number 8, O, carries -0.352; number 9, H, carries 0.067; number 10, H, carries 0.065; number 11, H, carries 0.071; number 12, H, carries 0.092; number 13, H, carries 0.127; number 14, H, carries 0.118; number 15, H, carries 0.092; number 16, H, carries 0.061; number 17, H, carries 0.028; number 18, H, carries -0.221; number 19, H, carries 0.076; number 20, H, carries 0.059